The following is a quantum chemistry calculation of 2 unconnected molecules or ions with the total composition F4P2S2 in a non-equilibrium geometry, from OMol25.

Geometry as XYZ:
```
8
Properties=species:S:1:pos:R:3:mulliken_charge:R:1
F -0.409 -2.502 0.319 -0.10
F 0.218 -2.035 2.418 -0.22
F -0.096 -0.262 -1.552 -0.35
F 1.509 0.962 -0.473 -0.29
P 0.581 -1.492 0.926 0.83
P -0.172 1.329 -0.723 0.73
S -0.675 2.659 -2.084 -0.30
S -0.956 1.342 1.169 -0.30
```

* E_tot: -1878.62157 Ha
* gap between HOMO and LUMO (spin up / spin down): 6.0 / 6.0 eV
* ΔE to the lowest compared entry with this formula, charge and spin: 56.3 kcal/mol
* total charge: 0
* HOMO (spin up / spin down): -0.344 / -0.344 hartree